DFT (ωB97M-V/def2-TZVPD) results for a single C21H24O9 molecule.

Atoms and positions in Å:
C (1.893, 0.599, 4.941)
O (0.770, -0.241, 4.824)
C (-0.339, 0.240, 4.193)
C (-0.450, 1.502, 3.621)
C (-1.625, 1.874, 2.992)
C (-2.706, 1.009, 2.911)
C (-3.966, 1.430, 2.202)
C (-3.671, 2.180, 0.919)
O (-4.107, 3.317, 0.764)
C (-2.829, 1.533, -0.084)
C (-2.435, 0.194, 0.010)
C (-1.583, -0.383, -0.902)
C (-1.083, 0.386, -1.957)
O (-0.203, -0.068, -2.899)
C (0.212, -1.405, -2.868)
O (0.894, -1.761, -1.700)
C (2.062, -0.996, -1.434)
C (2.686, -1.575, -0.165)
O (3.100, -2.896, -0.427)
C (3.064, -1.042, -2.595)
O (4.067, -0.090, -2.340)
C (2.367, -0.743, -3.936)
O (3.264, -0.941, -5.001)
C (1.124, -1.634, -4.083)
O (1.489, -2.988, -4.164)
C (-1.476, 1.707, -2.093)
C (-2.351, 2.292, -1.182)
O (-2.696, 3.565, -1.377)
C (-2.592, -0.247, 3.499)
C (-1.429, -0.629, 4.131)
H (2.638, 0.019, 5.482)
H (2.292, 0.876, 3.960)
H (1.659, 1.506, 5.508)
H (0.368, 2.204, 3.656)
H (-1.696, 2.860, 2.555)
H (-4.584, 0.558, 1.977)
H (-4.549, 2.101, 2.840)
H (-2.803, -0.415, 0.818)
H (-1.288, -1.411, -0.782)
H (-0.650, -2.090, -2.910)
H (1.793, 0.054, -1.253)
H (3.537, -0.941, 0.110)
H (1.933, -1.553, 0.633)
H (3.445, -3.278, 0.387)
H (3.508, -2.050, -2.639)
H (4.536, 0.055, -3.172)
H (2.070, 0.310, -3.959)
H (3.255, -1.885, -5.214)
H (0.596, -1.390, -5.010)
H (1.677, -3.301, -3.267)
H (-1.104, 2.296, -2.914)
H (-3.326, 3.822, -0.657)
H (-3.425, -0.936, 3.461)
H (-1.336, -1.602, 4.587)

Calculated values
SMILES: COc1ccc(CC(=O)c2ccc(O[C@@H]3O[C@@H](CO)[C@H](O)[C@@H](O)[C@H]3O)cc2O)cc1
Spin multiplicity: 1
Gap between HOMO and LUMO, eV: 8.761
Energy above the lowest of the compared OMol25 structures with the same formula, charge and spin, kcal/mol: 1.2

=====

DFT (ωB97M-V/def2-TZVPD) results for a molecular structure, C21H25BCrF4N4O at a distorted geometry.

Atoms and positions in Å:
Cr (1.942, -2.915, -0.790)
C (-0.637, 1.268, -1.958)
C (0.055, 1.340, -0.636)
N (0.471, 2.762, -0.414)
C (-0.172, 3.436, 0.688)
C (-1.235, 4.377, 0.153)
N (-2.494, 3.908, -0.440)
C (-2.933, 4.119, -1.806)
C (-2.069, 3.226, -2.823)
N (-1.940, 1.974, -2.138)
H (-0.461, 0.174, -2.351)
H (0.159, 1.865, -2.382)
H (0.948, 0.782, -0.551)
H (-0.684, 1.088, 0.092)
H (1.488, 2.835, -0.121)
H (0.333, 3.850, 1.442)
H (-0.613, 2.504, 1.215)
H (-0.873, 5.116, -0.548)
H (-1.614, 4.867, 1.034)
H (-3.199, 4.130, 0.192)
H (-2.685, 5.048, -2.193)
H (-3.909, 3.795, -1.698)
H (-1.073, 3.631, -3.508)
H (-2.706, 3.110, -3.693)
H (-2.530, 1.272, -2.505)
C (-2.097, -1.893, -3.140)
C (-2.542, -1.213, -2.071)
C (-2.041, -1.374, -0.843)
C (-0.817, -2.000, -0.619)
C (-0.066, -2.485, -1.720)
C (-0.888, -2.568, -2.898)
C (-0.080, -1.898, 0.716)
C (-0.824, -1.709, 1.823)
C (-0.340, -1.819, 3.171)
C (0.967, -2.450, 3.375)
C (1.480, -2.745, 4.642)
C (2.845, -3.168, 4.746)
C (3.582, -3.680, 3.631)
C (2.896, -3.471, 2.377)
C (1.785, -2.681, 2.217)
N (1.305, -2.270, 0.844)
H (-2.350, -1.819, -4.136)
H (-3.322, -0.441, -2.340)
H (-2.485, -1.195, 0.070)
H (-0.597, -3.157, -3.667)
H (-1.849, -1.367, 1.893)
H (-0.762, -1.549, 4.038)
H (0.962, -2.254, 5.491)
H (3.283, -3.440, 5.683)
H (4.513, -4.262, 3.727)
H (3.269, -3.901, 1.501)
O (2.382, -4.537, -0.729)
F (4.413, 0.432, -1.216)
B (3.703, -0.488, -0.392)
F (3.159, 0.202, 0.687)
F (4.476, -1.534, 0.079)
F (2.471, -0.826, -1.199)

Calculated values
Spin multiplicity: 4
<S²>: 3.849
Total charge: -1
Gap between HOMO and LUMO (alpha / beta), eV: 5.624 / 6.844

=====

DFT (ωB97M-V/def2-TZVPD) results for a molecular structure, C21H25BrCrN3OS2.

Atoms and positions in Å:
Cr (-2.084, 0.606, 1.268)
S (-2.161, 0.461, 3.656)
C (-3.315, -0.815, 3.366)
S (-3.403, -1.515, 1.787)
C (-4.158, -1.226, 4.394)
C (-5.134, -2.248, 4.202)
N (-5.950, -3.052, 4.071)
C (-4.132, -0.619, 5.683)
N (-4.148, -0.128, 6.727)
C (2.116, -1.477, -4.741)
C (2.769, -0.407, -3.855)
C (2.742, 0.938, -4.594)
C (4.229, -0.798, -3.633)
C (1.996, -0.293, -2.541)
C (0.666, 0.113, -2.552)
C (-0.016, 0.198, -1.361)
Br (-1.837, 0.763, -1.402)
C (0.512, -0.090, -0.082)
O (-0.190, 0.052, 0.996)
C (1.865, -0.529, -0.083)
C (2.542, -0.599, -1.299)
C (2.660, -0.918, 1.179)
C (3.778, 0.115, 1.384)
C (1.858, -1.003, 2.484)
C (3.295, -2.301, 0.963)
H (2.646, -1.566, -5.694)
H (1.075, -1.231, -4.956)
H (2.132, -2.449, -4.245)
H (3.324, 0.878, -5.517)
H (3.163, 1.730, -3.971)
H (1.724, 1.228, -4.859)
H (4.744, -0.851, -4.595)
H (4.317, -1.777, -3.155)
H (4.753, -0.069, -3.011)
H (0.159, 0.359, -3.476)
H (3.576, -0.916, -1.265)
H (3.354, 1.110, 1.535)
H (4.451, 0.160, 0.524)
H (4.370, -0.140, 2.268)
H (1.447, -0.044, 2.785)
H (2.537, -1.356, 3.266)
H (1.020, -1.694, 2.412)
H (3.975, -2.326, 0.110)
H (2.522, -3.055, 0.803)
H (3.866, -2.585, 1.851)
C (-6.292, 4.243, 1.523)
C (-6.241, 2.718, 1.434)
C (-4.879, 2.199, 1.385)
N (-3.834, 1.738, 1.347)
H (-7.330, 4.571, 1.535)
H (-5.794, 4.704, 0.671)
H (-5.808, 4.594, 2.432)
H (-6.756, 2.350, 0.545)
H (-6.719, 2.254, 2.298)

Calculated values
Spin multiplicity: 5
<S²>: 6.022
Total charge: -1
Gap between HOMO and LUMO (alpha / beta), eV: 6.009 / 6.560
Energy above the lowest of the compared OMol25 structures with the same formula, charge and spin, kcal/mol: 0.0

=====

DFT (ωB97M-V/def2-TZVPD) results for a molecular structure, C21H25ClMnN3O6 at a distorted geometry.

Atoms and positions in Å:
Mn (0.050, 0.170, 0.203)
C (1.237, 0.158, -2.620)
N (-0.052, 0.532, -1.985)
C (-1.221, -0.281, -2.563)
C (-1.225, -1.800, -2.397)
C (-1.245, -2.307, -0.963)
N (-0.057, -1.746, -0.318)
C (0.923, -2.550, -0.075)
C (2.261, -2.259, 0.311)
C (3.170, -3.319, 0.437)
C (4.497, -3.095, 0.563)
C (4.963, -1.769, 0.551)
C (4.111, -0.698, 0.426)
C (2.741, -0.904, 0.283)
O (1.941, 0.096, 0.084)
C (-0.464, 1.946, -2.331)
C (0.513, 3.023, -1.894)
C (0.979, 2.738, -0.419)
N (-0.015, 2.089, 0.428)
C (-0.982, 2.700, 1.043)
C (-2.063, 2.074, 1.706)
C (-2.957, 2.698, 2.633)
C (-4.039, 2.021, 3.088)
C (-4.324, 0.715, 2.662)
C (-3.538, 0.102, 1.733)
C (-2.425, 0.807, 1.298)
O (-1.756, 0.157, 0.315)
H (1.335, 0.560, -3.631)
H (1.274, -0.923, -2.781)
H (2.048, 0.509, -2.036)
H (-1.289, -0.039, -3.612)
H (-2.135, 0.069, -2.114)
H (-0.387, -2.290, -2.915)
H (-2.161, -2.068, -2.934)
H (-1.324, -3.373, -0.783)
H (-2.161, -1.948, -0.458)
H (0.738, -3.631, -0.248)
H (2.843, -4.350, 0.288)
H (5.203, -3.912, 0.723)
H (6.021, -1.678, 0.563)
H (4.493, 0.296, 0.375)
H (-1.400, 2.129, -1.810)
H (-0.640, 1.972, -3.415)
H (0.085, 4.038, -1.889)
H (1.411, 2.952, -2.531)
H (1.247, 3.687, 0.035)
H (1.843, 2.043, -0.472)
H (-0.853, 3.771, 1.131)
H (-2.666, 3.672, 2.953)
H (-4.778, 2.542, 3.691)
H (-5.252, 0.294, 3.042)
H (-3.747, -0.885, 1.342)
O (-1.000, -1.923, 2.472)
Cl (-0.192, -0.997, 3.140)
O (-0.928, -0.156, 4.030)
O (0.952, -1.613, 3.652)
O (0.397, -0.044, 1.995)

Calculated values
Spin multiplicity: 4
<S²>: 3.830
Total charge: +1
Gap between HOMO and LUMO (alpha / beta), eV: 6.462 / 6.815

=====

DFT (ωB97M-V/def2-TZVPD) results for a molecular structure, C21H25FKN3O2.

Atoms and positions in Å:
K (1.777, 0.455, 0.506)
C (-2.904, -2.386, -0.040)
N (-2.226, -1.696, 1.029)
C (-1.226, -2.547, 1.656)
C (-0.356, -1.852, 2.692)
C (0.942, -2.618, 2.923)
N (1.708, -2.681, 1.689)
C (2.928, -2.344, 1.762)
C (3.884, -2.322, 0.649)
C (5.223, -2.520, 0.986)
C (6.235, -2.613, 0.045)
C (5.877, -2.479, -1.303)
C (4.578, -2.235, -1.677)
C (3.499, -2.098, -0.730)
O (2.338, -1.765, -1.092)
C (-3.136, -1.031, 1.959)
C (-2.870, 0.470, 2.042)
C (-3.118, 1.153, 0.701)
N (-2.644, 2.526, 0.695)
C (-1.492, 2.688, 0.172)
C (-0.772, 3.947, 0.069)
C (-1.379, 5.153, 0.417)
C (-0.723, 6.364, 0.310)
C (0.599, 6.356, -0.167)
C (1.229, 5.188, -0.514)
C (0.589, 3.903, -0.402)
O (1.199, 2.829, -0.691)
H (-3.506, -3.247, 0.313)
H (-2.171, -2.761, -0.756)
H (-3.574, -1.701, -0.566)
H (-0.570, -2.917, 0.865)
H (-1.711, -3.434, 2.120)
H (-0.884, -1.750, 3.647)
H (-0.066, -0.842, 2.398)
H (0.711, -3.650, 3.229)
H (1.502, -2.119, 3.722)
H (3.354, -2.046, 2.733)
H (5.466, -2.619, 2.041)
H (7.264, -2.777, 0.342)
H (6.643, -2.554, -2.072)
H (4.316, -2.106, -2.722)
H (-3.052, -1.480, 2.957)
H (-4.172, -1.197, 1.634)
H (-1.830, 0.632, 2.332)
H (-3.498, 0.922, 2.817)
H (-4.195, 1.145, 0.488)
H (-2.620, 0.556, -0.076)
H (-0.956, 1.833, -0.260)
H (-2.401, 5.107, 0.780)
H (-1.210, 7.291, 0.588)
H (1.139, 7.295, -0.260)
H (2.254, 5.189, -0.870)
F (1.743, 0.428, 2.922)

Calculated values
Spin multiplicity: 1
Total charge: -2
Gap between HOMO and LUMO, eV: 6.264
Energy above the lowest of the compared OMol25 structures with the same formula, charge and spin, kcal/mol: 0.0

=====

DFT (ωB97M-V/def2-TZVPD) results for a single C21H25FN2O3S molecule.

Atoms and positions in Å:
O (0.912, 0.760, -2.610)
C (0.303, 0.151, -1.753)
C (-0.938, 0.755, -1.079)
N (-0.775, 0.828, 0.358)
C (-1.917, 0.745, 1.170)
C (-2.382, 1.815, 1.925)
C (-3.482, 1.668, 2.752)
C (-4.150, 0.459, 2.830)
C (-3.713, -0.619, 2.078)
C (-2.606, -0.464, 1.272)
F (-2.171, -1.525, 0.549)
S (0.603, 1.578, 0.964)
O (0.483, 1.539, 2.391)
O (1.723, 0.926, 0.360)
C (0.553, 3.273, 0.391)
C (0.865, 3.554, -0.926)
C (0.809, 4.870, -1.360)
C (0.456, 5.879, -0.477)
C (0.171, 5.585, 0.847)
C (0.220, 4.272, 1.286)
N (0.552, -1.103, -1.366)
C (1.745, -1.826, -1.746)
C (2.709, -1.975, -0.563)
C (2.167, -2.733, 0.646)
C (1.653, -4.144, 0.355)
C (0.266, -4.164, -0.286)
C (0.232, -3.944, -1.806)
C (1.397, -3.162, -2.418)
H (-1.800, 0.122, -1.309)
H (-1.118, 1.753, -1.506)
H (-1.868, 2.759, 1.859)
H (-3.823, 2.510, 3.336)
H (-5.008, 0.349, 3.474)
H (-4.207, -1.577, 2.120)
H (1.162, 2.757, -1.592)
H (1.045, 5.104, -2.386)
H (0.415, 6.902, -0.819)
H (-0.084, 6.375, 1.537)
H (0.029, 4.008, 2.315)
H (0.037, -1.472, -0.582)
H (2.242, -1.191, -2.489)
H (3.612, -2.470, -0.928)
H (2.978, -0.970, -0.233)
H (1.373, -2.148, 1.118)
H (2.979, -2.801, 1.374)
H (2.368, -4.683, -0.268)
H (1.588, -4.677, 1.307)
H (-0.350, -3.414, 0.213)
H (-0.201, -5.130, -0.080)
H (-0.703, -3.442, -2.062)
H (0.215, -4.917, -2.305)
H (2.296, -3.778, -2.419)
H (1.138, -2.969, -3.461)

Calculated values
SMILES: O=C(CN(c1ccccc1F)S(=O)(=O)c1ccccc1)NC1CCCCCC1
Spin multiplicity: 1
Gap between HOMO and LUMO, eV: 9.783
Energy above the lowest of the compared OMol25 structures with the same formula, charge and spin, kcal/mol: 13.9

=====

DFT (ωB97M-V/def2-TZVPD) results for 2 unconnected molecules or ions with the total composition C21H25FN5O3S.

Atoms and positions in Å:
C (3.139, 2.321, -1.405)
C (1.975, 2.879, -0.601)
S (1.532, 4.503, -1.234)
C (0.010, 4.881, -0.307)
C (-0.905, 3.701, -0.191)
C (-1.513, 3.203, -1.367)
C (-2.364, 2.143, -1.339)
C (-2.919, 1.688, -2.649)
O (-3.050, 2.429, -3.578)
N (-3.229, 0.293, -2.793)
C (-2.210, -0.466, -3.341)
O (-1.051, -0.201, -3.402)
F (-2.685, -1.648, -3.775)
C (-2.668, 1.517, -0.103)
N (-3.552, 0.477, -0.057)
C (-3.782, -0.061, 1.108)
C (-4.766, -1.188, 1.246)
C (-5.256, -1.841, -0.026)
O (-6.138, -2.655, -0.003)
C (-3.120, 0.410, 2.276)
N (-2.280, 1.396, 2.272)
C (-2.044, 1.985, 1.068)
C (-1.163, 3.083, 0.999)
H (3.508, 1.425, -0.902)
H (3.962, 3.025, -1.500)
H (2.809, 2.019, -2.397)
H (2.239, 2.950, 0.456)
H (1.136, 2.186, -0.677)
H (-0.476, 5.633, -0.926)
H (0.249, 5.302, 0.666)
H (-1.294, 3.674, -2.315)
H (-3.616, -0.096, -1.935)
H (-4.330, -1.990, 1.844)
H (-5.646, -0.815, 1.773)
H (-4.776, -1.587, -0.986)
H (-3.329, -0.071, 3.225)
H (-0.708, 3.433, 1.916)
C (5.780, -3.734, 1.235)
C (4.397, -4.153, 1.702)
N (3.378, -3.142, 1.376)
C (3.360, -1.842, 1.827)
C (2.241, -1.267, 1.324)
N (1.596, -2.224, 0.574)
C (2.301, -3.349, 0.627)
C (0.333, -2.016, -0.139)
H (6.112, -2.822, 1.729)
H (6.494, -4.520, 1.471)
H (5.795, -3.566, 0.158)
H (4.372, -4.311, 2.780)
H (4.090, -5.081, 1.224)
H (4.141, -1.465, 2.463)
H (1.817, -0.283, 1.410)
H (2.045, -4.274, 0.140)
H (-0.424, -2.680, 0.273)
H (0.465, -2.223, -1.198)
H (0.017, -0.986, -0.012)

Calculated values
Spin multiplicity: 1
Total charge: +1
Gap between HOMO and LUMO, eV: 7.774
Energy above the lowest of the compared OMol25 structures with the same formula, charge and spin, kcal/mol: 0.0

=====

DFT (ωB97M-V/def2-TZVPD) results for a single C21H25FN6O molecule.

Atoms and positions in Å:
C (-1.289, -3.485, -1.681)
C (-0.965, -2.535, -0.587)
C (-1.669, -1.467, -0.048)
C (-2.975, -0.894, -0.511)
N (-2.909, 0.201, -1.466)
C (-2.749, 1.543, -0.957)
C (-1.291, 1.969, -0.725)
C (-0.506, 1.781, -2.021)
N (0.875, 2.195, -1.915)
N (1.390, 2.893, -2.927)
C (2.642, 3.153, -2.612)
C (2.969, 2.604, -1.369)
C (1.808, 1.984, -0.951)
N (1.583, 1.302, 0.249)
C (1.722, 1.922, 1.459)
O (1.941, 3.105, 1.581)
C (1.553, 0.997, 2.621)
C (2.197, -0.235, 2.668)
C (2.046, -1.056, 3.771)
C (1.242, -0.669, 4.828)
C (0.615, 0.563, 4.768)
F (-0.168, 0.947, 5.798)
C (0.767, 1.411, 3.689)
C (-0.627, 0.332, -2.499)
C (-2.116, -0.022, -2.653)
C (-0.840, -0.992, 0.981)
N (0.283, -1.684, 1.049)
N (0.197, -2.617, 0.102)
C (1.261, -3.560, -0.082)
H (-1.162, -4.513, -1.343)
H (-0.633, -3.329, -2.539)
H (-2.318, -3.350, -2.001)
H (-3.540, -0.538, 0.353)
H (-3.559, -1.692, -0.987)
H (-3.315, 1.636, -0.028)
H (-3.197, 2.219, -1.695)
H (-0.860, 1.360, 0.067)
H (-1.255, 3.014, -0.412)
H (-0.927, 2.435, -2.795)
H (3.262, 3.717, -3.280)
H (3.897, 2.656, -0.840)
H (1.289, 0.333, 0.238)
H (2.836, -0.538, 1.853)
H (2.552, -2.008, 3.808)
H (1.101, -1.300, 5.692)
H (0.282, 2.375, 3.671)
H (-0.150, -0.334, -1.779)
H (-0.122, 0.218, -3.459)
H (-2.226, -1.063, -2.957)
H (-2.535, 0.609, -3.446)
H (-1.021, -0.198, 1.679)
H (2.039, -3.321, 0.640)
H (0.910, -4.579, 0.093)
H (1.667, -3.494, -1.093)

Calculated values
SMILES: Cc1c(CN2CCC(n3nccc3NC(=O)c3cccc(F)c3)CC2)cnn1C
Spin multiplicity: 1
Gap between HOMO and LUMO, eV: 8.841